Record 1
Formula: C4H13N3
Source: the Open Molecules 2025 dataset
Level of theory: the ωB97M-V functional and the def2-TZVPD basis

```
20
Properties=species:S:1:pos:R:3:forces:R:3:mulliken_charge:R:1
N -2.22375 -0.11619 -2.23835 -0.4 -0.1 0.1 -0.388
C -1.12646 0.21949 -1.55764 -0.1 0.6 0.5 0.001
C -0.56655 -0.38129 -0.48942 0.2 -0.4 -0.1 -0.216
N -1.32417 -1.53647 0.14038 0.4 1.3 -0.2 -0.277
C 0.85619 -0.11539 -0.02468 -1.0 -0.4 0.5 -1.159
C 0.87886 0.82746 1.19383 1.2 0.2 -0.7 -0.319
N 2.33981 1.05402 1.61352 -0.2 -1.5 -0.6 -0.313
H -2.72162 0.56276 -2.79297 0.2 0.0 -0.1 0.244
H -2.65868 -1.02097 -2.17133 -0.1 0.1 0.0 0.185
H -0.67541 1.17228 -1.81505 0.1 -0.1 -0.5 0.345
H -1.48107 -2.31120 -0.50578 0.1 -0.3 0.2 0.343
H -2.22578 -1.16411 0.46138 -0.1 -0.3 -0.1 0.386
H -0.83038 -1.83564 0.98086 -0.1 -0.5 -0.1 0.371
H 1.40161 0.33538 -0.84786 0.1 0.0 -0.1 0.510
H 1.32272 -1.08811 0.17246 0.2 0.2 0.1 0.504
H 0.58936 1.81097 0.82665 -0.7 -0.1 0.6 0.341
H 0.35368 0.43220 2.05410 -0.3 0.4 0.1 0.354
H 2.75863 0.14825 1.86150 0.0 0.2 0.4 0.358
H 2.83670 1.29915 0.75534 0.3 0.7 0.3 0.374
H 2.49631 1.70741 2.38306 0.0 0.2 -0.2 0.359
```
Positions in Å, forces in eV/Å.

Results
ΔE to the lowest compared entry with this formula, charge and spin: 30.6 kcal/mol
frontier orbital gap: 9.61 eV
largest force on an atom: 1.64 eV/A
total charge: +2
SMILES string: N/C=C(\[NH3+])CC[NH3+]
E_HOMO: -0.605 hartree

---

Record 2
Formula: C4H13N3
Source: the Open Molecules 2025 dataset
Level of theory: the ωB97M-V functional and the def2-TZVPD basis

```
20
Properties=species:S:1:pos:R:3:forces:R:3:mulliken_charge:R:1
N -0.77826 1.32495 -1.56773 -0.3 1.1 0.9 -0.440
C -0.39370 0.21659 -0.91462 0.7 0.2 2.2 0.795
C 0.01187 -1.02150 -1.24606 -1.0 1.1 -3.5 -0.825
N -0.04928 -1.45769 -2.73820 3.9 -2.2 3.9 -0.273
C -0.44447 0.33189 0.59939 1.3 -1.1 0.7 -1.239
C 0.90934 0.43501 1.43722 -1.7 2.0 0.8 -0.180
N 0.39014 0.36046 2.94231 0.3 -0.7 2.7 -0.531
H -0.85949 1.26499 -2.55224 -0.2 0.7 -0.8 0.149
H -0.98912 2.26217 -1.07547 0.4 -2.5 -1.3 0.264
H 0.44974 -1.73559 -0.61582 0.1 -0.8 0.6 0.404
H 0.85953 -1.20508 -3.17237 -0.4 -0.9 0.0 0.376
H -0.28214 -2.48500 -2.71888 0.6 1.2 -0.6 0.394
H -0.70194 -0.98630 -3.21932 -3.5 2.0 -2.2 0.293
H -1.17698 1.06246 0.90433 0.2 0.8 0.1 0.585
H -0.91653 -0.59129 0.89796 -0.1 -0.4 0.4 0.399
H 1.70959 -0.35011 1.41494 -1.0 0.8 -0.6 0.352
H 1.31790 1.53512 1.36754 -0.4 -2.4 0.1 0.298
H 0.06579 -0.54690 3.47098 0.7 1.2 -2.2 0.396
H -0.36880 1.02611 3.27836 1.2 -0.4 -1.1 0.385
H 1.24681 0.55970 3.50767 -0.8 0.3 -0.2 0.400
```
Positions in Å, forces in eV/Å.

Results
ΔE to the lowest compared entry with this formula, charge and spin: 56.6 kcal/mol
frontier orbital gap: 9.95 eV
largest force on an atom: 5.93 eV/A
total charge: +2
SMILES string: N/C(=C\[NH3+])CC[NH3+]
E_HOMO: -0.607 hartree

---

Record 3
Formula: C4H13N3
Source: the Open Molecules 2025 dataset
Level of theory: the ωB97M-V functional and the def2-TZVPD basis

```
20
Properties=species:S:1:pos:R:3:forces:R:3:mulliken_charge:R:1
N 1.54606 1.20508 -2.06615 0.3 0.5 -0.4 -0.421
C 0.44813 0.95208 -1.35524 -0.5 0.0 0.5 -0.042
C 0.27566 0.94447 0.00509 0.7 -0.2 -1.5 -0.218
N 1.27566 1.70102 0.81230 -1.0 0.0 0.3 -0.252
C -0.74312 0.05668 0.66585 0.3 -0.3 -0.5 -0.828
C -0.56552 -1.44540 0.24868 -0.2 1.6 0.2 -0.663
N -1.72819 -2.26409 0.71994 0.2 -0.2 1.1 -0.268
H 1.56241 1.22978 -3.08021 -0.4 0.1 0.3 0.244
H 2.46227 1.25562 -1.66274 0.2 0.0 0.2 0.198
H -0.44942 0.78544 -1.94693 0.1 -0.5 0.0 0.406
H 0.74031 2.27937 1.47546 0.2 -0.3 0.3 0.410
H 1.69315 2.43022 0.22523 0.5 -0.3 -0.1 0.401
H 1.96534 1.14084 1.32815 0.2 0.4 -0.1 0.335
H -1.73909 0.40695 0.36585 -0.1 0.0 0.7 0.425
H -0.49069 0.04479 1.73015 -1.0 0.4 0.2 0.402
H -0.56775 -1.59180 -0.82747 0.5 0.1 0.0 0.455
H 0.34553 -1.71790 0.77365 0.0 -0.9 -0.5 0.308
H -2.62651 -1.81284 0.53507 -0.1 -0.2 -0.5 0.363
H -1.67973 -3.20091 0.31776 -0.3 -0.1 -0.2 0.377
H -1.72450 -2.39939 1.73555 0.1 0.0 0.1 0.370
```
Positions in Å, forces in eV/Å.

Results
ΔE to the lowest compared entry with this formula, charge and spin: 37.3 kcal/mol
frontier orbital gap: 9.57 eV
largest force on an atom: 1.72 eV/A
total charge: +2
SMILES string: N/C=C(\[NH3+])CC[NH3+]
E_HOMO: -0.597 hartree